The following is a DFT calculation (ωB97M-V with the def2-TZVPD basis set) of a gas-phase ion, C3H11N2S (charge +1) in a non-equilibrium geometry.

Structure (XYZ):
```
17
Properties=species:S:1:pos:R:3:mulliken_charge:R:1
C 0.56 -1.19 -1.14 -1.168
C -1.44 1.48 -0.63 -1.019
C 0.55 -0.01 -0.14 -0.345
N -0.69 0.45 0.49 -0.056
N 1.59 -0.38 1.04 -0.314
S -1.66 -0.81 1.07 -0.146
H 1.39 -0.99 -1.79 0.385
H 0.52 -2.19 -0.69 0.469
H -0.35 -1.08 -1.75 0.300
H -1.88 0.88 -1.35 0.419
H -2.02 2.04 0.06 0.388
H -0.78 2.24 -0.92 0.409
H 1.03 0.92 -0.54 0.488
H 1.09 0.17 1.78 0.398
H 2.45 0.09 0.96 0.340
H 1.69 -1.34 1.15 0.306
H -2.03 -0.30 2.42 0.147
```

As for the total charge: +1. For the maximum force, the calculation gives 4.7 eV Å⁻¹. For the energy above the lowest of the compared OMol25 structures with the same formula, charge and spin, the calculation gives 46.47 kcal per mole. The orbital gap (spin up / spin down) comes out at 5.08 / 7.29 eV. The calculation puts the HOMO energy (spin up / spin down) at -0.3080 / -0.5154 hartree. Its spin multiplicity is 3. The calculation puts the LUMO energy (spin up / spin down) at -3.31 / -6.73 eV.